26
Properties=species:S:1:pos:R:3:nbo_charge:R:1 method="wB97M-V/def2-TZVPD" total_charge=+1 relative_energy_kcal_mol=117.7 gap_ev=9.62 molar_mass_da=133.215
C 1.4072 -0.8191 -2.9270 -0.79
C -0.3154 1.7463 2.9620 -0.46
C -1.6399 0.3635 -0.7278 -0.44
C -0.7101 -1.4320 0.7447 -0.46
C 1.3501 -1.6127 -1.6905 0.27
C 0.2189 0.9503 0.6752 -0.05
N -0.2355 2.0227 1.5269 -0.66
N -0.9558 0.0376 0.5554 -0.38
O 2.0840 -2.7547 -1.7143 -0.64
H 2.1730 0.0023 -2.6216 0.28
H 1.9369 -1.3261 -3.7754 0.22
H 0.4581 -0.3222 -3.1567 0.24
H -1.3617 1.8902 3.2784 0.21
H 0.1027 0.8321 3.2312 0.20
H 0.2025 2.5084 3.6117 0.23
H -1.9439 1.4676 -0.7043 0.25
H -1.0162 0.1209 -1.6440 0.24
H -2.5970 -0.2639 -0.8298 0.24
H -0.2987 -1.9016 -0.2421 0.28
H -0.0688 -1.5638 1.6399 0.23
H -1.6620 -1.9561 0.9095 0.23
H 0.6225 1.3835 -0.3055 0.24
H 0.9664 0.1995 1.0003 0.20
H 0.2468 2.8920 1.4348 0.40
H -1.5299 0.4803 1.2776 0.45
H 2.5659 -2.9452 -2.5083 0.47



26
Properties=species:S:1:pos:R:3:nbo_charge:R:1 method="wB97M-V/def2-TZVPD" total_charge=0 smiles="CN[C@@H](C)NN.C=CC" relative_energy_kcal_mol=45.8 gap_ev=9.43 molar_mass_da=131.223
C -0.3129 1.4027 -1.4573 -0.42
N -0.1756 0.3497 -0.4718 -0.65
C -1.2808 0.1393 0.4501 0.09
C -1.5925 1.4091 1.2340 -0.62
N -2.5279 -0.3602 -0.1241 -0.48
N -2.4914 -1.6755 -0.6524 -0.66
H 0.5623 1.3801 -2.1024 0.20
H -1.2061 1.3192 -2.0931 0.16
H -0.3399 2.3652 -0.9526 0.19
H 0.0611 -0.5233 -0.9302 0.36
H -0.9331 -0.6352 1.1496 0.18
H -2.2630 1.1663 2.0546 0.22
H -0.6715 1.8275 1.6306 0.21
H -2.0818 2.1451 0.5996 0.20
H -2.8572 0.2595 -0.8601 0.34
H -2.5278 -2.3247 0.1297 0.35
H -1.6296 -1.8634 -1.1746 0.32
C 2.0504 -1.9932 0.1411 -0.45
C 2.2209 -0.8889 0.8434 -0.13
C 2.9216 0.3309 0.3531 -0.65
H 2.4317 -2.0899 -0.8633 0.19
H 1.5341 -2.8521 0.5365 0.20
H 1.8308 -0.8223 1.8507 0.19
H 3.3329 0.1722 -0.6410 0.21
H 3.7292 0.6025 1.0328 0.21
H 2.2161 1.1594 0.3169 0.23



25
Properties=species:S:1:pos:R:3:nbo_charge:R:1 method="wB97M-V/def2-TZVPD" total_charge=0 smiles=CNCCC(C)C.O relative_energy_kcal_mol=17.8 gap_ev=9.38 molar_mass_da=119.208
C -2.0380 1.2988 2.2809 -0.42
N -1.2171 0.1211 1.9959 -0.62
C -0.6449 0.1310 0.6271 -0.23
C 0.6015 -0.7348 0.5866 -0.40
C 0.9075 -1.3295 -0.8082 -0.22
C 1.9329 -2.4527 -0.6700 -0.60
C 1.4191 -0.2029 -1.7280 -0.61
H -2.9992 1.1917 1.7621 0.19
H -1.5485 2.2445 2.0454 0.17
H -2.3239 1.2652 3.3317 0.20
H -0.4704 0.0718 2.6779 0.34
H -0.5200 1.1495 0.2707 0.19
H -1.4202 -0.3932 0.0585 0.18
H 1.5326 -0.2614 0.9190 0.19
H 0.4342 -1.5599 1.2898 0.21
H -0.0594 -1.6448 -1.1807 0.20
H 2.5400 -2.5447 -1.5656 0.20
H 1.5719 -3.4377 -0.4010 0.21
H 2.6493 -2.1730 0.1103 0.20
H 0.6324 0.1179 -2.4273 0.21
H 2.2942 -0.5073 -2.3191 0.21
H 1.7247 0.6760 -1.1487 0.21
O -1.4814 3.0448 -1.5603 -0.94
H -1.1955 3.3289 -2.4442 0.47
H -2.3219 2.6005 -1.7027 0.47



25
Properties=species:S:1:pos:R:3:nbo_charge:R:1 method="wB97M-V/def2-TZVPD" total_charge=0 smiles=CN[C@@H](C)C(C)C.O relative_energy_kcal_mol=10.1 gap_ev=10.18 molar_mass_da=119.208
C -2.3386 -0.7551 0.1244 -0.42
N -0.9295 -0.8340 -0.2219 -0.64
C -0.0944 -0.0485 0.7040 -0.04
C 0.1984 -0.7884 2.0011 -0.64
C 1.1880 0.4687 -0.0123 -0.23
C 1.5823 1.8362 0.5397 -0.61
C 2.3627 -0.5027 0.0894 -0.61
H -2.5684 -0.9406 1.1869 0.17
H -2.9803 -1.4210 -0.4417 0.20
H -2.6899 0.2803 -0.0255 0.19
H -0.6342 -1.7994 -0.1280 0.36
H -0.6454 0.8445 0.9876 0.19
H 0.5589 -1.8056 1.8235 0.20
H 0.9657 -0.2777 2.5827 0.22
H -0.7049 -0.8556 2.6072 0.21
H 0.9101 0.5604 -1.0639 0.22
H 1.2304 2.6621 -0.0848 0.22
H 1.1822 2.0037 1.5351 0.20
H 2.6657 1.9285 0.5903 0.21
H 3.0590 -0.3420 -0.7538 0.22
H 2.0339 -1.5417 0.0373 0.20
H 2.9862 -0.3550 0.9678 0.20
O -1.5357 0.7209 -2.8560 -0.95
H -2.3626 0.2257 -3.0098 0.46
H -1.2928 0.4981 -1.9468 0.48



25
Properties=species:S:1:pos:R:3:nbo_charge:R:1 method="wB97M-V/def2-TZVPD" total_charge=0 smiles=CCCNCCC.O relative_energy_kcal_mol=18.9 gap_ev=9.11 molar_mass_da=119.208
C 2.7576 -0.2494 1.0202 -0.62
C 2.1165 0.5880 -0.0782 -0.41
C 0.9077 -0.0696 -0.7415 -0.21
N -0.3369 0.2687 -0.1073 -0.64
C -0.9434 1.5207 -0.5228 -0.21
C -2.3899 1.6441 -0.0940 -0.42
C -3.3168 0.7148 -0.8315 -0.61
H 2.1179 -0.5520 1.8483 0.21
H 2.9185 -1.2263 0.5650 0.20
H 3.7534 0.0107 1.3724 0.21
H 1.7721 1.5456 0.3401 0.20
H 2.9011 0.8590 -0.7811 0.20
H 0.9082 0.2425 -1.7850 0.16
H 1.0409 -1.1570 -0.7453 0.19
H -1.0098 -0.4748 0.0045 0.37
H -0.3657 2.3506 -0.0953 0.18
H -0.8751 1.6395 -1.6181 0.15
H -2.6591 2.7026 -0.0664 0.21
H -2.4508 1.5226 0.9982 0.21
H -3.2211 0.7844 -1.9074 0.21
H -4.3666 0.9126 -0.5922 0.21
H -3.1712 -0.3150 -0.5429 0.20
O 1.6486 -4.2065 1.4695 -0.93
H 1.1991 -4.5839 0.7003 0.47
H 1.0648 -4.4719 2.1906 0.47



25
Properties=species:S:1:pos:R:3:nbo_charge:R:1 method="wB97M-V/def2-TZVPD" total_charge=0 smiles=CCCN(C)CC.O relative_energy_kcal_mol=68.6 gap_ev=9.67 molar_mass_da=119.208
C 2.4457 -0.1320 0.9419 -0.59
C 1.0313 -0.5512 0.4151 -0.45
C 0.0933 0.5535 0.6024 -0.21
N -1.2815 0.4808 -0.0676 -0.45
C -2.1458 -0.0976 0.9422 -0.45
C -1.2710 -0.2704 -1.2852 -0.24
C -1.2578 -1.7969 -1.2761 -0.66
H 3.1802 -0.9879 1.3219 0.22
H 2.3339 0.5485 2.0004 0.20
H 2.9612 0.4052 0.2118 0.19
H 0.7736 -1.3756 1.0295 0.20
H 1.1195 -1.0327 -0.6338 0.22
H 0.6012 1.4518 0.2468 0.16
H -0.1829 0.8520 1.6423 0.21
H -1.8224 -0.9929 1.5786 0.17
H -2.4628 0.6651 1.6348 0.20
H -3.1989 -0.3618 0.5650 0.20
H -2.1413 0.1582 -1.9260 0.20
H -0.5207 0.1600 -2.0487 0.20
H -0.8910 -2.1915 -0.3408 0.21
H -0.5873 -2.1474 -2.0671 0.23
H -2.3276 -2.0981 -1.2383 0.22
O 2.0015 3.2849 -0.9357 -0.93
H 1.0551 2.9940 -0.4826 0.47
H 2.4945 2.4820 -0.8310 0.46